Computed, not measured: the molecule C7H8N2O2 at a distorted geometry, with ωB97M-V/def2-TZVPD.

Structure (ORCA input):
```
! wB97M-V def2-TZVPD RIJCOSX def2/J DEFGRID3
* xyz 0 1
C 2.187 -2.573 1.147
C 1.150 -1.482 1.066
C 0.879 -0.962 -0.083
C -0.168 0.120 -0.234
C -1.073 0.392 0.707
C -2.042 1.499 0.503
C -0.920 1.814 -1.561
H 2.546 -2.927 0.207
H 1.668 -3.491 1.743
H 2.935 -2.255 1.639
H 0.717 -1.199 1.896
H 1.604 -1.205 -0.866
H -1.189 -0.296 1.547
H -2.442 2.817 -0.762
H -0.117 2.308 -3.187
N -1.870 2.201 -0.743
N -0.017 0.913 -1.473
O -2.947 1.803 1.238
O -0.902 2.523 -2.785
*
```

- molecular weight (g/mol) = 152.15
- lowest unoccupied orbital energy (eV) = 0.344
- gap between HOMO and LUMO (eV) = 9.48
- strongest force on any atom (eV/A) = 13.9
- DFT total energy (eV) = -14461.6143
- SMILES = C/C=C/c1cc(=O)[nH]c(O)n1

***

Computed, not measured: a cluster of 9 separate species, C37H57F8N5O7 in total at a distorted geometry, with ωB97M-V/def2-TZVPD.

Structure (ORCA input):
```
! wB97M-V def2-TZVPD RIJCOSX def2/J DEFGRID3
* xyz 0 1
C -3.567 -3.886 -4.180
C -2.885 -2.679 -3.527
C -3.892 -1.587 -3.224
F -4.587 -1.142 -4.330
F -4.872 -1.756 -2.251
F -2.275 -3.021 -2.356
F -1.891 -2.122 -4.253
O -4.269 -4.605 -3.182
C -4.093 -5.986 -3.186
C -4.886 -6.632 -4.308
F -6.165 -6.209 -4.361
F -4.355 -6.521 -5.582
F -2.786 -6.291 -3.158
F -4.631 -6.468 -2.055
H -2.764 -4.542 -4.530
H -4.164 -3.574 -5.035
H -3.397 -0.686 -2.823
H -4.846 -7.718 -4.129
O -0.171 1.718 5.527
C -0.243 0.524 5.422
O 0.497 -0.329 6.134
C 0.518 -1.602 5.455
C -0.896 -1.713 4.879
C -1.244 -0.266 4.558
H 0.646 -2.333 6.249
H 1.306 -1.642 4.703
H -1.536 -2.307 5.526
H -0.839 -2.378 4.014
H -2.275 0.041 4.695
H -0.914 -0.011 3.546
O -3.638 -2.712 4.048
C -3.818 -2.197 2.974
O -2.806 -1.928 2.166
C -3.290 -1.421 0.929
C -4.708 -0.910 1.143
C -5.141 -1.712 2.408
H -3.161 -2.099 0.079
H -2.684 -0.600 0.536
H -5.356 -0.970 0.277
H -4.555 0.118 1.473
H -5.854 -2.517 2.244
H -5.626 -0.992 3.065
O 4.235 -0.627 5.830
C 4.320 -0.595 4.646
O 4.327 -1.715 3.860
C 4.766 -1.381 2.553
C 5.136 0.107 2.541
C 4.384 0.659 3.775
H 3.903 -1.530 1.895
H 5.598 -1.982 2.191
H 4.934 0.570 1.574
H 6.227 0.161 2.572
H 3.343 0.933 3.611
H 4.986 1.443 4.219
C 0.965 5.617 -0.209
C 0.302 6.984 0.041
C 1.081 7.903 1.003
C 1.806 7.164 2.038
N 2.341 6.635 2.903
H 1.950 5.670 -0.684
H 0.351 5.028 -0.890
H 1.171 5.062 0.708
H -0.721 6.831 0.382
H 0.254 7.426 -0.955
H 0.459 8.710 1.385
H 1.824 8.420 0.389
C 0.994 1.768 1.544
C 1.904 1.368 0.358
C 1.269 1.283 -1.051
C -0.109 0.824 -1.190
N -1.203 0.484 -1.276
H 1.493 1.116 2.268
H 0.014 1.294 1.472
H 0.936 2.792 1.894
H 2.163 0.331 0.572
H 2.801 1.972 0.238
H 1.961 0.760 -1.706
H 1.164 2.305 -1.442
C -2.122 3.409 2.584
C -1.606 4.446 3.566
C -2.721 5.341 4.152
C -3.537 5.949 3.085
N -4.134 6.482 2.266
H -2.644 3.639 1.656
H -2.829 2.733 3.083
H -1.281 2.749 2.366
H -0.788 5.010 3.115
H -1.228 3.936 4.452
H -2.274 6.137 4.747
H -3.355 4.734 4.797
C 3.654 0.317 -4.403
C 3.934 1.199 -5.646
C 4.673 0.540 -6.789
C 3.973 -0.638 -7.273
N 3.404 -1.556 -7.665
H 3.190 0.845 -3.575
H 4.551 -0.193 -4.034
H 3.003 -0.523 -4.666
H 4.370 2.110 -5.233
H 2.902 1.488 -5.870
H 5.705 0.321 -6.503
H 4.837 1.299 -7.557
C 0.776 -4.460 -3.325
C 2.096 -4.961 -2.776
C 3.177 -3.883 -2.649
C 2.996 -2.742 -1.733
N 2.905 -1.805 -1.078
H 0.840 -3.808 -4.196
H 0.271 -3.947 -2.503
H 0.046 -5.216 -3.625
H 2.572 -5.724 -3.405
H 2.070 -5.588 -1.878
H 3.214 -3.404 -3.633
H 4.141 -4.363 -2.492
*
```

- molecular weight (g/mol) = 835.88
- lowest unoccupied orbital energy (eV) = 0.198
- gap between HOMO and LUMO (eV) = 10.06
- strongest force on any atom (eV/A) = 4.5
- DFT total energy (eV) = -82813.9266
- SMILES = FC(F)C(F)(F)COC(F)(F)C(F)F.O=C1CCCO1.O=C1CCCO1.O=C1CCCO1.CCCC#N.CCCC#N.CCCC#N.CCCC#N.CCCC#N

***

Computed, not measured: a cluster of 2 separate species, C4H5O3P in total at a distorted geometry, with ωB97M-V/def2-TZVPD.

Structure (ORCA input):
```
! wB97M-V def2-TZVPD RIJCOSX def2/J DEFGRID3
* xyz -2 1
C 1.989 0.156 1.421
C -0.419 -1.475 -0.597
C 1.390 0.071 0.221
C 0.165 -0.444 -0.072
O -1.737 1.043 -1.989
O -3.056 0.498 0.050
O -1.420 2.467 0.159
P -1.880 1.160 -0.506
H 3.017 0.448 1.464
H 1.399 -0.043 2.291
H -1.389 -1.546 -0.864
H 0.053 -2.441 -0.836
H 1.889 0.106 -0.743
*
```

- molecular weight (g/mol) = 132.06
- lowest unoccupied orbital energy (eV) = 6.927
- gap between HOMO and LUMO (eV) = 5.74
- strongest force on any atom (eV/A) = 3.8
- DFT total energy (eV) = -19658.4140

***

Computed, not measured: a structure of composition C31H34N5PPtSe at a distorted geometry, with ωB97M-V/def2-TZVPD.

Structure (ORCA input):
```
! wB97M-V def2-TZVPD RIJCOSX def2/J DEFGRID3
* xyz 2 1
Pt -0.601 -0.360 0.088
C 3.362 -0.075 -3.322
C 4.114 -0.623 -2.135
C 5.437 -1.030 -2.280
C 6.159 -1.536 -1.210
C 5.576 -1.653 0.047
C 4.263 -1.255 0.221
C 3.549 -0.722 -0.856
P 1.878 -0.129 -0.597
C 1.482 -0.639 1.091
C 1.132 -2.011 1.122
C 0.733 -2.635 2.297
C 0.662 -1.892 3.467
C 1.029 -0.559 3.458
C 1.470 0.097 2.300
C 1.974 1.512 2.422
C 1.801 1.655 -0.690
C 2.910 2.496 -0.685
C 2.731 3.861 -0.539
C 1.452 4.392 -0.373
C 0.344 3.564 -0.423
C 0.513 2.196 -0.657
C -0.665 1.378 -0.992
H 3.745 -0.507 -4.244
H 3.474 1.009 -3.397
H 2.292 -0.295 -3.279
H 5.902 -0.959 -3.256
H 7.183 -1.854 -1.361
H 6.139 -2.053 0.880
H 3.805 -1.349 1.198
H 1.282 -2.601 0.233
H 0.498 -3.692 2.290
H 0.346 -2.356 4.393
H 1.012 0.002 4.384
H 2.099 1.763 3.473
H 1.293 2.245 1.983
H 2.938 1.633 1.932
H 3.909 2.078 -0.739
H 3.592 4.518 -0.516
H 1.323 5.458 -0.231
H -0.654 3.980 -0.352
H -0.631 0.972 -2.001
H -1.624 1.859 -0.816
C -4.653 3.440 1.007
C -5.910 2.645 0.668
C -6.270 2.772 -0.809
C -5.810 1.186 1.099
N -4.598 0.516 0.552
C -3.377 0.439 1.037
N -2.641 -0.248 0.184
N -3.456 -0.568 -0.868
N -4.625 -0.122 -0.639
H -4.828 4.506 0.868
H -3.822 3.168 0.345
H -4.335 3.300 2.045
H -6.732 3.046 1.268
H -5.494 2.341 -1.447
H -6.378 3.821 -1.087
H -7.210 2.268 -1.040
H -6.645 0.596 0.731
H -5.758 1.080 2.181
H -3.063 0.833 1.991
Se -0.673 -1.836 -1.954
C -0.417 -3.574 -1.277
C 0.747 -4.291 -1.541
C 0.820 -5.594 -1.072
N -0.164 -6.200 -0.393
C -1.280 -5.500 -0.182
C -1.462 -4.183 -0.591
H 1.561 -3.860 -2.112
H 1.711 -6.186 -1.249
H -2.075 -6.017 0.345
H -2.388 -3.661 -0.390
*
```

- molecular weight (g/mol) = 781.66
- lowest unoccupied orbital energy (spin up / spin down) (eV) = -8.204 / -8.202
- gap between HOMO and LUMO (spin up / spin down) (eV) = 5.59 / 5.60
- strongest force on any atom (eV/A) = 2.0
- DFT total energy (eV) = -118014.2767

***

Computed, not measured: a cluster of 2 separate species, C6H15N2 in total at a distorted geometry, with ωB97M-V/def2-TZVPD.

Structure (ORCA input):
```
! wB97M-V def2-TZVPD RIJCOSX def2/J DEFGRID3
* xyz 1 1
C 0.213 1.873 -1.292
C 1.038 0.582 -1.056
C 0.337 -0.422 -0.047
C 1.068 -0.727 1.054
N 0.640 -1.657 2.078
C -0.836 -0.995 -0.565
C -1.061 -1.377 -2.038
N -1.017 2.085 1.643
H -0.642 1.757 -1.972
H -0.308 2.152 -0.362
H 2.064 0.786 -0.850
H 1.088 0.127 -2.019
H 2.019 -0.293 1.128
H 0.102 -2.460 1.849
H 0.461 -1.287 2.972
H -1.533 -1.421 0.106
H -1.225 2.552 2.546
H -1.093 -2.428 -2.178
H -0.199 -1.031 -2.623
H -1.764 -0.763 -2.483
H 0.709 2.718 -1.712
H -1.586 1.238 1.583
H -0.010 1.750 1.641
*
```

- molecular weight (g/mol) = 115.20
- lowest unoccupied orbital energy (eV) = -6.674
- gap between HOMO and LUMO (eV) = 6.82
- strongest force on any atom (eV/A) = 5.5
- DFT total energy (eV) = -9435.8342

***

Computed, not measured: a structure of composition C4H7N4O at a distorted geometry, with ωB97M-V/def2-TZVPD.

Structure (ORCA input):
```
! wB97M-V def2-TZVPD RIJCOSX def2/J DEFGRID3
* xyz 1 1
C 1.653 -2.421 0.068
C 1.121 1.840 -1.322
C -2.379 1.971 0.428
C -1.556 0.753 0.596
N 2.527 -3.335 0.050
N 0.962 -1.516 0.160
N 0.175 1.636 -0.601
N -0.466 0.591 0.009
O 1.888 2.286 -2.022
H 0.180 -0.432 0.147
H -1.554 2.620 0.360
H -3.047 1.667 -0.372
H -3.066 2.092 1.329
H 2.880 -3.697 -0.827
H -1.940 -0.083 1.204
H 2.621 -3.972 0.793
*
```

- molecular weight (g/mol) = 127.13
- lowest unoccupied orbital energy (eV) = -3.286
- gap between HOMO and LUMO (eV) = 11.04
- strongest force on any atom (eV/A) = 3.7
- DFT total energy (eV) = -12260.1957

***

Computed, not measured: a cluster of 3 separate species, C7H18N2 in total at a distorted geometry, with ωB97M-V/def2-TZVPD.

Structure (ORCA input):
```
! wB97M-V def2-TZVPD RIJCOSX def2/J DEFGRID3
* xyz 0 1
C -1.723 0.742 0.013
C 0.852 0.456 -1.523
C -0.932 0.293 1.100
C 1.542 -0.936 0.439
C 1.416 1.775 -1.080
C -1.472 -0.885 1.904
C 1.155 -2.299 -0.098
N -0.421 0.358 -1.776
N -2.017 2.060 -0.206
H -0.651 -0.563 -2.149
H -2.405 0.048 -0.458
H 1.557 -0.269 -1.924
H -2.215 2.291 -1.170
H -1.384 2.723 0.221
H 0.208 -0.133 0.635
H -0.603 1.110 1.747
H 1.596 -0.936 1.530
H 2.525 -0.612 0.100
H 0.937 2.113 -0.161
H 2.486 1.705 -0.890
H 1.239 2.538 -1.844
H -0.676 -1.348 2.489
H -2.263 -0.579 2.593
H -1.875 -1.655 1.243
H 1.712 -3.120 0.369
H 1.320 -2.371 -1.177
H 0.093 -2.504 0.071
*
```

- molecular weight (g/mol) = 130.24
- lowest unoccupied orbital energy (spin up / spin down) (eV) = 0.996 / 0.996
- gap between HOMO and LUMO (spin up / spin down) (eV) = 7.66 / 7.66
- strongest force on any atom (eV/A) = 1.0
- DFT total energy (eV) = -10527.1392

***

Computed, not measured: a structure of composition C40H31F9N4O2PPtS at a distorted geometry, with ωB97M-V/def2-TZVPD.

Structure (ORCA input):
```
! wB97M-V def2-TZVPD RIJCOSX def2/J DEFGRID3
* xyz 1 1
Pt 0.641 -1.435 -0.498
C -3.471 -0.612 -4.029
N -2.809 -0.859 -2.755
C -3.399 -0.873 -1.513
C -2.405 -1.079 -0.612
N -1.218 -1.193 -1.301
C -1.499 -1.057 -2.586
H -4.542 -0.734 -3.893
H -3.126 -1.331 -4.768
H -3.264 0.401 -4.371
H -4.458 -0.739 -1.383
H -2.445 -1.155 0.459
H -0.790 -1.049 -3.396
F 8.169 3.740 -0.605
C 7.787 4.010 0.663
F 8.739 3.510 1.468
F 7.789 5.340 0.806
C 6.442 3.402 0.953
C 5.335 4.193 1.214
C 4.110 3.591 1.456
C 3.971 2.204 1.407
C 5.098 1.424 1.157
C 6.329 2.019 0.941
P 2.292 1.538 1.721
C 2.566 -0.273 1.543
C 2.680 -0.908 0.265
C 2.759 -2.305 0.194
C 2.755 -3.066 1.386
C 2.697 -2.448 2.602
C 2.594 -1.040 2.674
C 2.871 -4.555 1.243
F 2.754 -5.201 2.399
F 1.929 -5.031 0.400
F 4.065 -4.891 0.700
C 1.442 1.778 0.111
C 0.058 1.615 0.141
C -0.681 1.604 -1.031
C -0.033 1.776 -2.242
C 1.333 2.032 -2.280
C 2.069 2.032 -1.107
C -0.774 1.633 -3.538
F -0.326 0.544 -4.227
F -2.094 1.448 -3.365
F -0.611 2.684 -4.352
H 5.431 5.270 1.242
H 3.249 4.211 1.682
H 5.024 0.345 1.143
H 7.207 1.411 0.762
H 2.937 -0.313 -0.606
H 2.953 -2.788 -0.755
H 2.693 -3.036 3.509
H 2.476 -0.574 3.645
H -0.440 1.456 1.090
H -1.751 1.442 -0.999
H 1.815 2.223 -3.230
H 3.138 2.202 -1.141
S -0.735 -2.765 3.660
C -0.424 -2.024 2.282
N -0.205 -1.429 1.287
C 4.241 -4.493 -3.005
O 3.904 -3.202 -3.513
C 4.414 -2.119 -2.900
C 5.285 -2.165 -1.813
C 5.830 -0.998 -1.301
C 5.524 0.234 -1.860
C 4.647 0.286 -2.925
C 4.072 -0.871 -3.432
N 3.293 -0.738 -4.618
C 2.285 -1.418 -5.106
C 1.486 -2.418 -4.521
C 0.948 -3.378 -5.415
C 0.315 -4.497 -4.953
C 0.187 -4.669 -3.563
C 0.624 -3.720 -2.672
C 1.238 -2.530 -3.122
O 1.506 -1.518 -2.347
H 3.708 -5.201 -3.633
H 3.913 -4.608 -1.970
H 5.315 -4.670 -3.077
H 5.559 -3.117 -1.381
H 6.519 -1.063 -0.469
H 5.971 1.142 -1.478
H 4.407 1.235 -3.389
H 3.656 -0.029 -5.241
H 2.082 -1.182 -6.146
H 1.095 -3.233 -6.479
H -0.066 -5.241 -5.638
H -0.287 -5.564 -3.180
H 0.476 -3.856 -1.608
*
```

- molecular weight (g/mol) = 1028.81
- lowest unoccupied orbital energy (eV) = -3.732
- gap between HOMO and LUMO (eV) = 6.66
- strongest force on any atom (eV/A) = 1.5
- DFT total energy (eV) = -99863.1089